No. 1
DFT (ωB97M-V with the def2-TZVPD basis set) results for a cluster of 2 separate species, C5H13OS in total.

The geometry in XYZ format:
```
20
Properties=species:S:1:pos:R:3
C -2.34 1.25 0.94
C -1.30 2.24 0.42
S -1.77 2.66 -1.29
H -2.23 0.29 0.44
H -3.37 1.60 0.79
H -2.09 1.02 1.98
H -1.25 3.14 1.02
H -0.35 1.65 0.43
H -0.87 3.63 -1.53
C 0.79 -0.46 -0.40
O 0.58 0.00 0.86
C 0.98 -1.99 -0.50
C 2.36 -2.45 -0.06
H 1.68 0.00 -0.91
H -0.05 -0.18 -1.08
H 0.80 -2.31 -1.53
H 0.25 -2.41 0.20
H 2.49 -3.53 -0.16
H 2.52 -2.20 0.99
H 3.16 -1.94 -0.61
```

Properties
Charge: -1
ΔE to the lowest compared entry with this formula, charge and spin, kJ/mol: 146.9
Highest occupied orbital energy, eV: -2.56
Gap between HOMO and LUMO, eV: 5.8712

Results of the Mulliken charge analysis, in e, for atoms 1 through 4: atom 1 (C): -1.074, atom 2 (C): -0.213, atom 3 (S): -0.300, atom 4 (H): 0.218

No. 2
DFT (ωB97M-V with the def2-TZVPD basis set) results for a cluster of 2 separate species, C5H13P in total at a distorted geometry.

The geometry in XYZ format:
```
19
Properties=species:S:1:pos:R:3
H 2.03 -1.88 -1.10
P 0.93 -2.14 -0.12
C 0.82 -0.51 0.34
C 1.68 0.42 -0.31
C 2.90 1.05 0.39
H 0.19 -0.16 1.25
H 1.08 1.24 -0.72
H 2.23 -0.13 -1.21
H 2.53 1.59 1.22
H 3.61 0.35 0.90
H 3.41 1.58 -0.32
C -2.77 0.40 -0.42
C -2.52 -0.82 0.45
H -3.81 0.78 -0.45
H -2.02 1.26 -0.07
H -2.39 0.07 -1.65
H -2.92 -0.57 1.47
H -1.64 -1.12 0.48
H -3.34 -1.40 -0.15
```

Properties
ΔE to the lowest compared entry with this formula, charge and spin, kJ/mol: 354.5
Structure (SMILES): [H]/P=C\CC.CC
Highest occupied orbital energy, eV: -9.19
Gap between HOMO and LUMO, eV: 9.3776

Results of the Mulliken charge analysis, in e, for atoms 1 through 4: atom 1 (H): 0.003, atom 2 (P): -0.098, atom 3 (C): -0.052, atom 4 (C): -0.352

No. 3
DFT (ωB97M-V with the def2-TZVPD basis set) results for the ion C5H13P2 with charge +1 at a distorted geometry.

The geometry in XYZ format:
```
20
Properties=species:S:1:pos:R:3
C 0.86 1.10 0.84
C -0.47 1.26 0.19
C 1.77 0.44 -0.24
C -2.63 0.34 -1.33
C 1.36 -2.24 0.67
P -0.99 -0.32 -0.58
P 1.31 -1.25 -0.80
H 1.44 1.96 1.09
H 0.73 0.58 1.74
H -1.27 1.55 0.79
H -0.37 1.88 -0.69
H 1.62 1.13 -1.15
H 2.85 0.42 0.07
H -3.34 -0.49 -1.70
H -2.52 0.95 -2.12
H -3.06 1.01 -0.48
H 1.90 -1.64 1.53
H 1.86 -3.17 0.53
H 0.38 -2.55 0.95
H -1.43 -0.97 0.68
```

Properties
Charge: +1
ΔE to the lowest compared entry with this formula, charge and spin, kJ/mol: 7.7
Highest occupied orbital energy, eV: -13.63
Gap between HOMO and LUMO, eV: 8.7501

Results of the Mulliken charge analysis, in e, for atoms 1 through 4: atom 1 (C): -0.525, atom 2 (C): -0.985, atom 3 (C): -0.820, atom 4 (C): -0.919

No. 4
DFT (ωB97M-V with the def2-TZVPD basis set) results for a cluster of 2 separate species, C5H13PS in total at a distorted geometry.

The geometry in XYZ format:
```
20
Properties=species:S:1:pos:R:3
C -2.45 -0.98 -1.23
P -1.50 0.18 -0.09
C -2.91 1.15 0.53
S -1.24 -1.29 1.29
H -3.14 -1.69 -0.79
H -2.90 -0.34 -2.10
H -1.52 -1.54 -1.63
H -3.78 0.41 0.70
H -2.80 1.72 1.55
H -3.20 1.92 -0.22
H 0.06 -1.07 1.27
C 3.38 -0.88 -1.27
C 3.55 -0.16 -0.14
C 2.32 0.49 0.37
H 2.44 -0.93 -1.73
H 4.25 -1.33 -1.65
H 4.52 -0.02 0.32
H 1.69 0.93 -0.49
H 1.63 -0.23 0.78
H 2.50 1.12 1.29
```

Properties
ΔE to the lowest compared entry with this formula, charge and spin, kJ/mol: 256.4
Structure (SMILES): CP(C)S.C=CC
Highest occupied orbital energy, eV: -9.02
Gap between HOMO and LUMO, eV: 9.8799

Results of the Mulliken charge analysis, in e, for atoms 1 through 4: atom 1 (C): -1.049, atom 2 (P): 0.286, atom 3 (C): -0.924, atom 4 (S): -0.215

No. 5
DFT (ωB97M-V with the def2-TZVPD basis set) results for a cluster of 2 separate species, C5H13PS in total at a distorted geometry.

The geometry in XYZ format:
```
20
Properties=species:S:1:pos:R:3
C -1.81 -1.87 0.39
P -1.89 -0.16 1.16
C -2.36 0.63 -0.50
S -3.64 -0.41 2.28
H -2.71 -2.15 -0.12
H -1.06 -1.94 -0.43
H -1.60 -2.53 1.21
H -3.21 0.02 -0.99
H -2.45 1.74 -0.45
H -1.55 0.43 -1.19
H -2.94 -0.06 3.35
C 2.31 1.77 -1.19
C 2.57 1.06 -0.11
C 3.22 -0.29 -0.25
H 2.57 1.46 -2.17
H 2.01 2.89 -1.01
H 2.52 1.47 0.89
H 4.33 -0.38 -0.06
H 2.70 -0.97 0.51
H 3.00 -0.70 -1.31
```

Properties
ΔE to the lowest compared entry with this formula, charge and spin, kJ/mol: 219.5
Structure (SMILES): CP(C)S.C=CC
Highest occupied orbital energy, eV: -8.92
Gap between HOMO and LUMO, eV: 9.8621

Results of the Mulliken charge analysis, in e, for atoms 1 through 4: atom 1 (C): -1.117, atom 2 (P): 0.246, atom 3 (C): -0.928, atom 4 (S): -0.300

No. 6
DFT (ωB97M-V with the def2-TZVPD basis set) results for a cluster of 2 separate species, C5H14 in total at a distorted geometry.

The geometry in XYZ format:
```
19
Properties=species:S:1:pos:R:3
C 1.76 -1.58 0.03
C 0.84 -2.63 -0.62
H 1.53 -1.48 1.09
H 2.81 -1.81 -0.15
H 1.68 -0.59 -0.42
H -0.09 -2.66 -0.05
H 0.61 -2.33 -1.64
H 1.13 -3.66 -0.40
C -0.51 1.84 -0.09
C -0.62 1.87 1.44
C -1.56 0.98 -0.81
H 0.43 1.31 -0.29
H -0.36 2.77 -0.63
H 0.36 2.03 1.87
H -1.28 2.68 1.79
H -1.20 0.35 -1.62
H -1.18 1.02 1.83
H -2.36 1.57 -1.27
H -2.00 0.33 -0.06
```

Properties
Charge: -1
ΔE to the lowest compared entry with this formula, charge and spin, kJ/mol: 61.0
Highest occupied orbital energy (spin up / spin down), eV: 1.56 / -7.44
2S+1: 2
Expectation value of S²: 0.75
Gap between HOMO and LUMO (spin up / spin down), eV: 2.6377 / 11.5579

Results of the Mulliken charge analysis, in e, for atoms 1 through 4: atom 1 (C): -1.634, atom 2 (C): -3.064, atom 3 (H): 0.700, atom 4 (H): 0.683